[1]
Computed, not measured: C12H17HgN2O2Se4Si as an isolated structure, with ωB97M-V/def2-TZVPD.

Computed properties:
<S²> = 0.77
spin multiplicity = 2
LUMO (spin up / spin down) = 4.3384 / 4.3334 eV
DFT total energy = -293234.3181 eV
net charge = -2

Last column: Löwdin charge in e.
Atoms and positions in Å:
Hg (-0.22, 0.23, 0.01)  0.463
Se (0.63, 2.38, -1.33)  -0.228
Se (-0.79, 3.84, -0.30)  -0.255
Se (-0.34, 3.38, 2.23)  -0.258
Se (-0.81, 1.14, 2.46)  -0.246
O (0.00, -6.99, 0.76)  -0.060
C (1.38, -6.67, 0.91)  -0.304
N (1.51, -5.27, 0.63)  0.048
C (2.76, -4.68, 0.86)  -0.492
O (3.73, -5.43, 1.10)  -0.053
C (2.85, -3.25, 0.75)  -0.169
C (4.14, -2.62, 0.87)  -0.074
C (4.23, -1.26, 0.75)  -0.131
C (3.09, -0.49, 0.51)  -0.204
N (1.86, -1.08, 0.40)  -0.067
C (1.76, -2.38, 0.51)  -0.129
H (-0.09, -7.94, 0.88)  0.068
H (2.00, -7.23, 0.20)  0.116
H (1.72, -6.92, 1.92)  0.117
H (0.67, -4.73, 0.74)  0.110
H (5.00, -3.25, 1.05)  0.084
H (5.19, -0.76, 0.84)  0.082
H (3.12, 0.58, 0.41)  0.069
H (0.75, -2.77, 0.40)  0.087
C (-4.20, -4.30, -1.27)  -0.203
Si (-3.44, -3.04, -2.47)  0.409
C (-4.83, -2.04, -3.28)  -0.207
C (-2.53, -4.00, -3.82)  -0.203
C (-2.34, -1.89, -1.57)  -0.290
C (-1.65, -1.09, -0.97)  -0.246
H (-4.91, -4.97, -1.75)  0.014
H (-4.71, -3.79, -0.45)  0.021
H (-3.41, -4.91, -0.82)  0.021
H (-5.56, -2.66, -3.82)  0.012
H (-4.41, -1.32, -3.99)  0.021
H (-5.37, -1.46, -2.53)  0.021
H (-3.19, -4.67, -4.37)  0.014
H (-1.73, -4.61, -3.38)  0.023
H (-2.06, -3.32, -4.53)  0.020

***

[2]
Computed, not measured: C42H43EuFN6OPS2SbSe3 as an isolated structure, with ωB97M-V/def2-TZVPD.

Computed properties:
<S²> = 15.76
spin multiplicity = 8
LUMO (spin up / spin down) = 3.7675 / 3.7671 eV
relative energy (zero: lowest compared OMol25 entry of this formula, charge and spin) = 0.000 eV
DFT total energy = -310823.9591 eV
net charge = -2

Last column: Löwdin charge in e.
Atoms and positions in Å:
Eu (-0.32, -0.42, 0.55)  1.011
Se (0.63, -0.28, -2.36)  0.258
P (-1.39, -1.01, -2.68)  0.127
Se (-2.68, -1.54, -1.03)  0.284
C (-2.32, 0.20, -3.69)  -0.444
C (-3.67, -0.05, -3.89)  -0.122
C (-4.45, 0.86, -4.59)  -0.104
C (-3.87, 2.02, -5.08)  -0.119
C (-2.53, 2.27, -4.88)  -0.106
C (-1.75, 1.36, -4.19)  -0.165
C (-1.25, -2.42, -3.82)  -0.414
C (-1.64, -3.70, -3.44)  -0.152
C (-1.51, -4.75, -4.32)  -0.101
C (-0.99, -4.53, -5.59)  -0.123
C (-0.59, -3.25, -5.97)  -0.111
C (-0.71, -2.20, -5.08)  -0.109
H (-4.13, -0.96, -3.47)  0.078
H (-5.51, 0.66, -4.74)  0.094
H (-4.49, 2.76, -5.61)  0.092
H (-2.08, 3.19, -5.26)  0.096
H (-0.68, 1.55, -4.00)  0.058
H (-2.04, -3.85, -2.42)  0.040
H (-1.82, -5.75, -4.03)  0.098
H (-0.89, -5.35, -6.30)  0.089
H (-0.18, -3.07, -6.97)  0.093
H (-0.37, -1.19, -5.35)  0.103
S (-1.66, 1.93, -0.96)  0.557
C (-0.77, 2.88, 0.12)  -0.858
C (-0.70, 4.29, -0.06)  -0.170
C (-0.02, 5.06, 0.85)  -0.123
C (0.61, 4.42, 1.93)  -0.118
C (0.51, 3.05, 2.03)  -0.230
N (-0.15, 2.27, 1.17)  -0.074
H (-1.21, 4.72, -0.92)  0.091
H (0.04, 6.14, 0.73)  0.093
H (1.17, 4.99, 2.68)  0.085
H (0.98, 2.53, 2.87)  0.047
O (1.86, -1.45, 0.71)  -0.578
N (2.56, -2.23, -0.12)  -0.215
C (3.89, -2.09, -0.17)  -0.091
C (4.64, -2.81, -1.07)  -0.102
C (4.01, -3.70, -1.93)  -0.110
C (2.65, -3.87, -1.82)  -0.108
C (1.89, -3.14, -0.89)  -0.734
S (0.24, -3.33, -0.68)  0.601
H (4.32, -1.35, 0.50)  0.083
H (5.73, -2.66, -1.11)  0.088
H (4.57, -4.26, -2.68)  0.091
H (2.10, -4.57, -2.46)  0.098
N (-8.23, 1.70, 2.57)  0.131
C (-7.12, 1.44, 2.35)  -0.198
C (-5.77, 1.12, 2.09)  -0.252
C (-5.39, -0.20, 1.86)  0.004
C (-4.04, -0.46, 1.65)  -0.202
N (-3.11, 0.48, 1.62)  0.045
C (-3.48, 1.74, 1.83)  -0.140
C (-4.79, 2.12, 2.08)  -0.007
H (-6.13, -1.01, 1.86)  0.123
H (-3.70, -1.48, 1.52)  0.058
H (-2.69, 2.49, 1.82)  0.092
H (-5.05, 3.16, 2.28)  0.118
C (5.84, 2.12, 0.82)  -0.061
N (5.01, 2.77, -0.15)  -0.147
C (5.38, 3.79, -0.99)  -0.086
C (4.33, 4.09, -1.77)  -0.074
N (3.30, 3.25, -1.42)  -0.126
C (1.99, 3.21, -2.01)  -0.041
C (3.72, 2.43, -0.42)  -0.641
Se (2.79, 1.05, 0.35)  0.764
H (6.78, 2.68, 0.94)  0.090
H (6.05, 1.08, 0.52)  0.091
H (5.31, 2.08, 1.78)  0.065
H (6.38, 4.22, -0.96)  0.110
H (4.21, 4.84, -2.56)  0.117
H (2.01, 3.75, -2.97)  0.099
H (1.25, 3.67, -1.35)  0.075
H (1.70, 2.16, -2.18)  -0.005
C (0.78, -0.21, 5.43)  -0.343
Sb (1.49, -0.22, 3.37)  1.290
C (2.50, -2.11, 3.63)  -0.311
C (3.26, 0.93, 3.98)  -0.356
H (1.65, -0.24, 6.12)  -0.011
H (0.15, -1.09, 5.60)  -0.011
H (0.18, 0.70, 5.63)  -0.006
H (2.85, -2.18, 4.67)  -0.006
H (3.36, -2.15, 2.94)  -0.008
H (1.80, -2.92, 3.40)  0.006
H (3.83, 0.38, 4.75)  -0.010
H (2.95, 1.90, 4.39)  -0.012
H (3.90, 1.10, 3.10)  -0.069
F (-2.99, -4.01, 5.59)  -0.007
C (-2.41, -3.28, 4.58)  -0.317
C (-2.39, -1.90, 4.67)  -0.068
C (-1.79, -1.18, 3.64)  -0.255
C (-1.24, -1.78, 2.49)  -0.343
C (-1.29, -3.18, 2.48)  -0.176
C (-1.86, -3.94, 3.50)  -0.055
H (-2.82, -1.40, 5.54)  0.105
H (-1.78, -0.10, 3.75)  0.070
H (-0.86, -3.73, 1.64)  0.013
H (-1.87, -5.03, 3.45)  0.101

***

[3]
Computed, not measured: H14O7Pd as an isolated structure, with ωB97M-V/def2-TZVPD.

Computed properties:
<S²> = 2.00
spin multiplicity = 3
LUMO (spin up / spin down) = -6.9716 / -9.1945 eV
relative energy (zero: lowest compared OMol25 entry of this formula, charge and spin) = 1.153 eV
DFT total energy = -18022.0544 eV
net charge = +2

Last column: Löwdin charge in e.
Atoms and positions in Å:
Pd (-0.08, -0.12, -0.09)  1.205
O (1.23, -0.22, 1.73)  -0.051
H (1.97, 0.38, 1.84)  0.085
H (1.21, -0.74, 2.53)  0.103
O (-0.28, -2.29, 0.40)  -0.048
H (0.17, -2.73, 1.12)  0.087
H (-0.23, -2.91, -0.33)  0.083
O (-1.80, 1.04, -1.08)  -0.069
H (-2.75, 1.15, -1.04)  0.092
H (-1.48, 1.86, -1.46)  0.076
O (1.99, 0.03, -0.99)  -0.046
H (2.55, 0.78, -0.81)  0.085
H (2.25, -0.27, -1.86)  0.087
O (-0.32, -1.02, -2.15)  -0.074
H (0.40, -1.35, -2.69)  0.079
H (-1.09, -1.07, -2.72)  0.091
O (0.36, 2.01, 0.56)  -0.057
H (0.09, 2.92, 0.46)  0.101
H (1.22, 2.06, 0.98)  0.063
O (-1.64, 0.18, 1.51)  -0.059
H (-1.21, -0.07, 2.33)  0.066
H (-2.55, 0.36, 1.75)  0.099